Arrangement i

The following is a DFT calculation (wB97M-V/def2-TZVPD) of a 2-piece molecular cluster, C2H9NS overall.

```
13
Properties=species:S:1:pos:R:3
C -1.872 1.680 -0.479
N -0.484 1.889 -0.090
C 0.339 0.743 -0.468
H -2.151 1.605 -1.541
H -2.187 0.758 0.039
H -2.491 2.497 -0.093
H -0.190 2.813 -0.363
H -0.060 -0.119 0.077
H 1.360 1.000 -0.185
H 0.299 0.496 -1.539
S 2.537 -4.137 1.400
H 3.672 -4.749 1.813
H 1.228 -4.474 1.429
```

Results
2S+1	1
HOMO	-8.644	eV

Results of the Mulliken charge analysis, in e, for atoms 1 through 4: -0.841, -0.338, -0.731, 0.276


Arrangement ii

The following is a DFT calculation (wB97M-V/def2-TZVPD) of a 2-piece molecular cluster, C2H9NS overall.

```
13
Properties=species:S:1:pos:R:3
C -2.431 -1.759 0.944
S -1.253 -0.470 1.382
C -2.425 0.748 2.002
H -1.865 -2.613 0.533
H -3.146 -1.410 0.180
H -2.998 -2.104 1.825
H -3.140 1.054 1.220
H -2.993 0.360 2.865
H -1.857 1.636 2.326
N -3.019 1.213 -2.596
H -2.915 2.205 -2.830
H -2.919 0.688 -3.471
H -2.220 0.961 -2.004
```

Results
2S+1	1
HOMO	-8.533	eV

Results of the Mulliken charge analysis, in e, for atoms 1 through 4: -0.779, -0.069, -0.779, 0.287


Quick one: most stable of them? arrangement ii


Arrangement i

The following is a DFT calculation (wB97M-V/def2-TZVPD) of a 4-piece molecular cluster, C4H14NO3 overall.

```
22
Properties=species:S:1:pos:R:3
C -0.225 1.901 0.474
C 0.579 0.647 0.485
C 1.706 0.420 1.138
C 0.100 -1.607 -0.393
N -0.192 -0.387 -0.177
H -0.673 2.252 -0.470
H -0.903 1.888 1.312
H 0.442 2.743 0.676
H 2.001 -0.628 1.135
H 2.423 1.048 1.620
H -0.657 -2.192 -0.904
H 0.874 -2.194 0.080
H -1.027 -0.040 -0.705
H 1.575 1.710 -1.986
H 1.540 0.298 -2.678
O 1.249 0.809 -1.917
H -0.771 -1.273 3.326
H 0.424 -0.490 3.405
O -0.034 -1.030 2.744
H -3.239 -1.356 -1.785
H -2.945 0.014 -2.550
O -2.580 -0.706 -2.028
```

Results
2S+1	1
HOMO	-13.357	eV
total charge	+1

Results of the Mulliken charge analysis, in e, for atoms 1 through 4: -1.500, 1.120, -1.200, -0.206


Arrangement ii

The following is a DFT calculation (wB97M-V/def2-TZVPD) of a 2-piece molecular cluster, C4H14NO3 overall.

```
22
Properties=species:S:1:pos:R:3
C -1.428 0.658 1.001
O -0.905 0.594 2.307
C -0.302 0.335 0.013
C -0.703 -0.249 -1.383
C -1.519 -1.522 -1.388
O 0.563 -0.450 -1.996
N 0.790 -0.462 0.625
H -2.278 -0.080 1.055
H -1.874 1.652 0.856
H -1.108 1.386 2.808
H 0.160 1.316 -0.226
H -1.341 0.474 -1.929
H -2.574 -1.266 -1.459
H -1.450 -2.167 -0.527
H -1.245 -2.087 -2.284
H 0.550 -1.028 -2.768
H 1.408 0.081 1.225
H 1.354 -0.903 -0.106
H 0.436 -1.242 1.199
H 3.731 0.784 0.624
H 2.781 1.918 0.952
O 2.797 1.034 0.563
```

Results
2S+1	1
HOMO	-14.529	eV
total charge	+1

Results of the Mulliken charge analysis, in e, for atoms 1 through 4: -0.536, -0.563, -0.020, 0.230


Quick one: most stable of them? arrangement ii


Arrangement i

The following is a DFT calculation (wB97M-V/def2-TZVPD) of one molecule with the formula C5H6N2O.

```
14
Properties=species:S:1:pos:R:3
N 1.913 0.458 0.347
C 1.334 -0.526 -0.442
C -0.166 -0.298 -0.357
C -1.218 -0.912 0.341
C -2.287 0.150 0.172
O -3.457 -0.248 -0.230
N -1.780 1.428 0.171
C -0.505 1.223 -0.277
H 1.978 -0.144 1.397
H 2.908 0.688 0.115
H 1.339 -0.288 -1.476
H 1.257 -1.639 -0.364
H -1.514 -2.041 0.941
H 0.197 2.149 -0.339
```

Results
2S+1	1
HOMO	-9.552	eV

Results of the Mulliken charge analysis, in e, for atoms 1 through 4: -0.528, -0.678, 0.325, -0.269


Arrangement ii

The following is a DFT calculation (wB97M-V/def2-TZVPD) of C5H6N2O as an isolated structure.

```
14
Properties=species:S:1:pos:R:3
C -0.328 -0.365 0.390
C 0.284 0.917 -1.455
C 1.647 1.056 -1.491
C 1.041 -0.740 0.711
C 2.144 -0.758 1.111
H -3.311 -0.762 0.532
H -1.577 0.654 -0.512
H -0.270 1.117 -2.516
H 2.015 1.566 -2.289
H 2.314 0.934 -0.497
H 3.431 -0.235 1.486
N -1.200 -0.643 1.231
N -0.645 0.134 -0.791
O -2.302 -0.047 0.640
```

Results
2S+1	1
HOMO	-8.589	eV

Results of the Mulliken charge analysis, in e, for atoms 1 through 4: 0.610, 0.075, -0.663, -0.514


Arrangement iii

The following is a DFT calculation (wB97M-V/def2-TZVPD) of one molecule with the formula C5H6N2O.

```
14
Properties=species:S:1:pos:R:3
C 1.975 -0.333 0.883
O 1.001 -0.074 0.021
N 0.547 1.213 0.442
C -0.507 1.606 -0.296
C -1.463 0.689 -0.988
C -1.457 -0.627 -1.082
C -0.816 -1.554 -0.119
N -0.415 -2.184 0.829
H 1.575 -0.542 1.845
H 2.710 0.521 0.923
H 2.338 -1.346 0.634
H -1.001 2.571 -0.022
H -2.375 1.240 -1.506
H -2.115 -1.180 -1.565
```

Results
2S+1	1
HOMO	-9.519	eV

Results of the Mulliken charge analysis, in e, for atoms 1 through 4: -0.618, -0.126, -0.467, -0.101


Quick one: most stable of them? arrangement iii


Arrangement i

The following is a DFT calculation (wB97M-V/def2-TZVPD) of one molecule with the formula C5H6N2O.

```
14
Properties=species:S:1:pos:R:3
C 2.835 -0.469 0.404
C 1.579 -0.853 0.129
O 0.502 -0.273 0.663
C -0.774 -0.226 -0.071
N -1.340 0.996 0.040
C -2.623 0.817 0.273
C -2.944 -0.569 0.224
N -1.847 -1.265 0.069
H 3.812 -0.870 -0.034
H 3.027 0.312 1.026
H 1.468 -1.486 -0.744
H -0.365 -0.308 -1.193
H -3.236 1.639 0.172
H -3.878 -0.974 0.373
```

Results
2S+1	1
HOMO	-8.954	eV

Results of the Mulliken charge analysis, in e, for atoms 1 through 4: -0.811, 0.160, -0.393, 0.371


Arrangement ii

The following is a DFT calculation (wB97M-V/def2-TZVPD) of one molecule with the formula C5H6N2O.

```
14
Properties=species:S:1:pos:R:3
H 1.672 -2.494 0.231
N 0.582 -2.214 0.124
C 0.566 -0.799 0.150
C 1.375 0.302 0.290
C 0.838 1.624 -0.107
C -0.606 1.603 0.030
C -1.403 0.504 -0.127
N -0.722 -0.609 -0.125
O -1.627 -1.619 -0.266
H 2.427 0.272 0.084
H 1.421 2.679 -0.170
H -0.929 2.630 0.434
H -2.557 0.632 -0.064
H -1.036 -2.511 -0.483
```

Results
2S+1	1
HOMO	-7.732	eV

Results of the Mulliken charge analysis, in e, for atoms 1 through 4: 0.206, -0.795, 0.665, -0.728


Quick one: most stable of them? arrangement i